Record 1
{
  "formula": "C2H3NS",
  "method": "the ωB97M-V functional and the def2-TZVPD basis",
  "elements": ["C", "C", "N", "S", "H", "H", "H"],
  "positions_angstrom": [[1.5476, 0.1055, -0.2196], [0.1402, 0.3369, -0.2230], [0.3842, -1.1280, -0.1835], [3.1088, 0.0058, 0.0780], [-0.2466, 0.9670, 0.6674], [-0.2226, 0.7520, -1.1487], [0.5830, -1.6445, 0.7495]],
  "forces_ev_per_angstrom": [[-0.50, -3.49, 0.94], [-0.07, 1.56, 2.24], [2.39, 1.04, 0.54], [-0.88, 0.58, -0.46], [0.45, -1.15, -1.27], [-0.59, -0.43, -0.37], [-0.79, 1.89, -1.63]],
  "smiles": "S=C1CN1",
  "orbital_gap_ev": 8.23,
  "lumo_ev": -0.343,
  "energy_ha": -530.831834,
  "e_above_lowest_kcal_mol": 64.5,
  "e_homo_ev": -8.6,
  "molar_mass_g_mol": 73.1
}

Record 2
{
  "formula": "C5H8O2",
  "method": "the ωB97M-V functional and the def2-TZVPD basis",
  "elements": ["O", "C", "C", "C", "C", "O", "C", "H", "H", "H", "H", "H", "H", "H", "H"],
  "positions_angstrom": [[1.0774, 1.8576, 0.1421], [0.0248, 1.2641, 0.8748], [-0.5121, 0.0562, 0.1019], [-0.6022, -1.2720, 0.8705], [0.0868, -1.9388, -0.3237], [0.2202, -3.0833, -0.6616], [0.4465, -0.5867, -0.9368], [1.4780, 2.4298, 0.8116], [0.3831, 0.9833, 1.8875], [-0.7655, 2.0079, 1.0589], [-1.4709, 0.2297, -0.3805], [0.0212, -1.2620, 1.7742], [-1.6193, -1.6112, 1.0773], [1.4778, -0.3056, -0.7221], [0.2997, -0.4211, -2.0105]],
  "forces_ev_per_angstrom": [[0.31, 0.50, 0.66], [-0.69, -0.20, 0.26], [0.07, 0.26, -0.13], [-0.14, -0.11, 0.08], [0.22, -0.45, -0.06], [-0.08, 0.56, 0.08], [0.19, 0.01, -0.08], [0.33, 0.14, -0.65], [-0.07, -0.23, -0.48], [-0.03, -0.18, -0.17], [-0.06, 0.42, 0.07], [-0.19, -0.23, -0.15], [0.23, -0.19, 0.20], [0.11, -0.18, 0.08], [-0.19, -0.12, 0.28]],
  "smiles": "O=C1CC(CO)C1",
  "orbital_gap_ev": 10.20,
  "lumo_ev": 0.702,
  "energy_ha": -345.752632,
  "e_above_lowest_kcal_mol": 32.8,
  "e_homo_ev": -9.5,
  "molar_mass_g_mol": 100.1
}

Record 3
{
  "formula": "C43H75N10O7S2",
  "method": "the ωB97M-V functional and the def2-TZVPD basis",
  "elements": ["C", "C", "C", "O", "O", "C", "C", "S", "O", "O", "N", "S", "O", "O", "C", "C", "O", "H", "H", "H", "H", "H", "H", "H", "H", "H", "H", "H", "H", "C", "C", "C", "C", "N", "H", "H", "H", "H", "H", "H", "H", "C", "C", "C", "C", "N", "H", "H", "H", "H", "H", "H", "H", "C", "C", "C", "C", "N", "H", "H", "H", "H", "H", "H", "H", "C", "C", "C", "C", "N", "H", "H", "H", "H", "H", "H", "H", "C", "C", "C", "C", "N", "H", "H", "H", "H", "H", "H", "H", "C", "C", "C", "C", "N", "H", "H", "H", "H", "H", "H", "H", "C", "C", "C", "C", "N", "H", "H", "H", "H", "H", "H", "H", "C", "C", "C", "C", "N", "H", "H", "H", "H", "H", "H", "H", "C", "C", "C", "C", "N", "H", "H", "H", "H", "H", "H", "H"],
  "positions_angstrom": [[0.2623, -3.7822, -0.1656], [0.9847, -3.0565, 0.9594], [0.7007, -1.5916, 1.0433], [0.3196, -1.0213, 2.0749], [0.8953, -0.8721, -0.1131], [-0.4229, -0.6290, -0.7065], [-0.8939, 0.7906, -0.4606], [-2.4756, 0.9729, 0.3692], [-3.2526, 1.8675, -0.4559], [-2.1843, 1.4749, 1.6931], [-2.9984, -0.5390, 0.3372], [-4.2042, -0.9000, 1.3218], [-3.9191, -0.8372, 2.7298], [-5.4651, -0.3612, 0.8937], [-4.1880, -2.6664, 0.9522], [-3.8337, -2.8598, -0.4828], [-4.6483, -2.7378, -1.4083], [-0.7913, -3.5644, -0.1193], [0.6310, -3.4719, -1.1350], [0.3614, -4.8466, -0.0470], [0.6674, -3.4772, 1.8978], [2.0508, -3.2219, 0.8564], [-0.3297, -0.8374, -1.7613], [-1.1185, -1.3424, -0.2980], [-0.1851, 1.2981, 0.1737], [-0.9411, 1.3323, -1.3894], [-3.4000, -3.0508, 1.5799], [-5.1503, -3.0901, 1.1816], [-2.7867, -3.1114, -0.7114], [-4.9041, -3.6528, -6.8995], [-4.5163, -3.7428, -5.4301], [-4.6655, -2.4225, -4.6621], [-3.8075, -1.3828, -5.2272], [-3.1107, -0.5794, -5.6724], [-4.2594, -2.9568, -7.4386], [-4.8153, -4.6261, -7.3783], [-5.9373, -3.3175, -7.0117], [-3.4832, -4.0905, -5.3518], [-5.1425, -4.4899, -4.9451], [-4.3953, -2.5757, -3.6173], [-5.6988, -2.0758, -4.6923], [2.4528, 3.3598, 4.8162], [1.1286, 2.6049, 4.8326], [1.0925, 1.4458, 3.8312], [1.2962, 1.9298, 2.4668], [1.4590, 2.3385, 1.4012], [2.6307, 3.8173, 3.8402], [2.4544, 4.1517, 5.5600], [3.2863, 2.6878, 5.0370], [0.3143, 3.2963, 4.6133], [0.9484, 2.2073, 5.8328], [0.1387, 0.9212, 3.8785], [1.8823, 0.7248, 4.0470], [6.0766, 8.4182, 4.8914], [6.2093, 7.0061, 4.3333], [4.8726, 6.2594, 4.2853], [4.3063, 6.1268, 5.6251], [3.8909, 6.0548, 6.6974], [5.7185, 8.4032, 5.9194], [7.0439, 8.9224, 4.8845], [5.3806, 9.0149, 4.3005], [6.9176, 6.4387, 4.9402], [6.6220, 7.0498, 3.3238], [5.0023, 5.2600, 3.8702], [4.1548, 6.7899, 3.6587], [8.9100, 8.5437, 9.8894], [7.8278, 9.4934, 9.3889], [7.4872, 9.2831, 7.9091], [8.6551, 9.5113, 7.0602], [9.5818, 9.6910, 6.3991], [9.8512, 8.6999, 9.3609], [9.0986, 8.7041, 10.9505], [8.6115, 7.5029, 9.7542], [8.1486, 10.5249, 9.5434], [6.9189, 9.3502, 9.9744], [6.6995, 9.9682, 7.5972], [7.1328, 8.2660, 7.7414], [-6.7652, -7.6780, -2.4848], [-8.0550, -7.0972, -3.0511], [-8.2723, -7.4566, -4.5263], [-7.1880, -6.9396, -5.3586], [-6.3123, -6.5250, -5.9827], [-5.8923, -7.2812, -3.0031], [-6.6624, -7.4253, -1.4303], [-6.7510, -8.7664, -2.5746], [-8.0436, -6.0122, -2.9407], [-8.9047, -7.4679, -2.4758], [-9.2098, -7.0359, -4.8892], [-8.3179, -8.5388, -4.6549], [-4.4336, -0.2784, -9.0356], [-3.2942, -0.1554, -10.0380], [-3.7639, 0.2417, -11.4432], [-4.6791, -0.7486, -12.0086], [-5.3927, -1.5359, -12.4541], [-5.1350, -1.0642, -9.3220], [-4.0457, -0.5239, -8.0496], [-4.9862, 0.6595, -8.9526], [-2.7535, -1.1019, -10.0921], [-2.5862, 0.5963, -9.6863], [-2.9136, 0.3365, -12.1189], [-4.2777, 1.2033, -11.4138], [0.1791, -8.7237, 1.6970], [0.2240, -8.1698, 3.1146], [-1.0156, -7.3493, 3.4920], [-1.1754, -6.1850, 2.6245], [-1.3026, -5.2627, 1.9459], [0.1421, -7.9203, 0.9612], [1.0763, -9.3139, 1.4981], [-0.6853, -9.3607, 1.5516], [1.1118, -7.5453, 3.2325], [0.3192, -8.9969, 3.8205], [-0.9272, -6.9929, 4.5183], [-1.9211, -7.9523, 3.4191], [-2.6367, -6.5153, -2.8791], [-1.2866, -7.1579, -2.5930], [-1.4135, -8.5788, -2.0307], [-2.1381, -8.5888, -0.7624], [-2.6635, -8.5904, 0.2619], [-3.2254, -6.4059, -1.9673], [-2.5059, -5.5227, -3.3048], [-3.2135, -7.1107, -3.5891], [-0.7287, -6.5374, -1.8890], [-0.7023, -7.2014, -3.5136], [-0.4278, -9.0126, -1.8557], [-1.9432, -9.2220, -2.7343], [6.4199, 10.9927, -0.4911], [7.5836, 10.9780, 0.4936], [7.2188, 10.3391, 1.8383], [6.1366, 11.0675, 2.4970], [5.2852, 11.6544, 3.0050], [5.5881, 11.5882, -0.1140], [6.7292, 11.4255, -1.4419], [6.0552, 9.9826, -0.6844], [7.9317, 11.9982, 0.6618], [8.4180, 10.4226, 0.0629], [8.0794, 10.3329, 2.5078], [6.8983, 9.3060, 1.6949]],
  "forces_ev_per_angstrom": [[0.06, 0.59, -0.14], [-0.14, -0.31, 0.01], [-0.59, 2.24, 2.13], [1.01, -1.58, -2.34], [-0.43, -0.86, 0.17], [0.48, 0.34, 0.07], [0.12, -0.46, -0.05], [0.42, 0.76, -0.23], [-0.17, -0.12, -0.18], [-0.04, -0.26, 0.22], [-0.32, 0.45, 0.73], [-0.11, -0.57, -0.23], [0.13, 0.17, 0.23], [-0.26, 0.11, -0.07], [0.41, 0.08, -0.39], [-1.72, 0.38, -1.90], [1.47, -0.56, 1.63], [-0.41, -0.02, -0.01], [0.13, 0.03, -0.27], [0.17, -0.44, -0.01], [-0.03, -0.15, 0.44], [0.37, 0.17, 0.00], [0.20, -0.01, -0.35], [-0.29, -0.11, 0.14], [0.17, 0.11, 0.23], [-0.28, 0.25, -0.33], [0.15, -0.32, 0.27], [-0.39, -0.04, 0.15], [0.00, 0.05, 0.02], [0.07, 0.03, -0.01], [-0.05, 0.00, -0.15], [0.16, -0.28, -0.17], [0.32, 0.45, -0.04], [-0.29, -0.39, 0.09], [-0.01, 0.08, 0.02], [-0.05, -0.03, 0.02], [-0.01, 0.01, -0.02], [0.01, 0.02, 0.07], [0.02, -0.01, 0.09], [-0.06, 0.18, 0.11], [-0.02, 0.05, 0.03], [-0.07, -0.02, 0.02], [0.16, 0.09, -0.03], [-0.11, 0.16, 0.10], [-0.08, 0.08, -0.64], [0.13, -0.08, 0.62], [-0.01, -0.06, -0.03], [0.00, 0.01, 0.07], [0.03, 0.01, -0.02], [-0.06, -0.05, -0.02], [-0.03, -0.06, -0.02], [-0.01, -0.04, -0.19], [-0.01, -0.06, 0.02], [0.07, -0.03, -0.13], [0.07, 0.19, 0.07], [0.13, -0.05, -0.02], [-0.26, 0.03, 0.60], [0.26, 0.07, -0.45], [-0.11, -0.03, 0.00], [0.00, 0.02, -0.02], [-0.03, 0.02, 0.02], [0.00, -0.06, -0.03], [-0.04, -0.08, -0.03], [-0.06, -0.03, -0.03], [-0.04, 0.00, -0.01], [-0.01, 0.04, 0.01], [0.11, -0.08, 0.14], [0.08, 0.11, 0.27], [0.42, 0.05, -0.44], [-0.41, -0.07, 0.30], [-0.01, -0.01, -0.04], [-0.01, -0.02, 0.02], [0.00, -0.02, 0.00], [-0.04, 0.03, -0.04], [-0.06, 0.02, -0.06], [-0.04, -0.02, -0.06], [-0.02, -0.03, -0.02], [-0.03, 0.01, 0.02], [0.13, -0.04, 0.14], [-0.03, 0.12, 0.16], [0.48, 0.18, -0.38], [-0.46, -0.29, 0.28], [0.02, 0.00, -0.04], [0.01, -0.01, 0.01], [0.01, -0.01, 0.00], [-0.04, 0.02, -0.04], [-0.06, 0.00, -0.07], [-0.03, -0.02, -0.04], [0.00, -0.03, -0.02], [-0.02, -0.04, -0.02], [-0.08, -0.03, 0.17], [0.10, -0.08, 0.16], [-0.38, -0.36, -0.31], [0.32, 0.35, 0.21], [-0.02, 0.02, -0.06], [0.02, 0.06, 0.04], [-0.01, 0.01, 0.00], [0.04, 0.01, -0.05], [0.04, 0.02, -0.07], [0.00, 0.04, -0.05], [-0.02, 0.03, -0.01], [0.33, -0.03, 0.11], [0.08, -0.05, -0.10], [0.19, -0.08, -0.01], [-0.21, 0.52, -0.32], [0.02, -0.52, 0.38], [-0.07, 0.04, -0.01], [0.00, 0.02, 0.01], [-0.12, -0.05, -0.03], [-0.01, 0.02, 0.07], [-0.04, 0.05, 0.07], [-0.07, 0.02, 0.03], [-0.03, -0.02, -0.04], [-0.01, 0.00, 0.04], [-0.09, 0.14, -0.06], [0.05, 0.20, -0.07], [-0.21, -0.09, 0.50], [0.01, 0.01, -0.45], [-0.01, -0.01, 0.02], [-0.01, 0.06, -0.02], [-0.02, -0.01, -0.04], [0.03, -0.04, 0.02], [0.05, -0.08, 0.02], [0.00, -0.06, 0.01], [-0.02, -0.03, -0.02], [0.04, 0.03, 0.01], [-0.09, 0.01, -0.18], [0.09, 0.10, -0.10], [-0.45, 0.28, 0.33], [0.39, -0.25, -0.24], [-0.02, -0.02, 0.04], [0.00, -0.02, -0.02], [-0.02, -0.01, 0.00], [0.04, 0.00, 0.06], [0.04, -0.03, 0.07], [0.00, -0.04, 0.04], [-0.01, -0.03, 0.01]],
  "orbital_gap_ev": 7.33,
  "total_charge": -1,
  "lumo_ev": 1.715,
  "energy_ha": -3554.049284,
  "e_above_lowest_kcal_mol": 0.0,
  "e_homo_ev": -5.6,
  "molar_mass_g_mol": 908.3
}

What did the first record say?
{
  "formula": "C2H3NS",
  "method": "the ωB97M-V functional and the def2-TZVPD basis",
  "elements": ["C", "C", "N", "S", "H", "H", "H"],
  "positions_angstrom": [[1.5476, 0.1055, -0.2196], [0.1402, 0.3369, -0.2230], [0.3842, -1.1280, -0.1835], [3.1088, 0.0058, 0.0780], [-0.2466, 0.9670, 0.6674], [-0.2226, 0.7520, -1.1487], [0.5830, -1.6445, 0.7495]],
  "forces_ev_per_angstrom": [[-0.50, -3.49, 0.94], [-0.07, 1.56, 2.24], [2.39, 1.04, 0.54], [-0.88, 0.58, -0.46], [0.45, -1.15, -1.27], [-0.59, -0.43, -0.37], [-0.79, 1.89, -1.63]],
  "smiles": "S=C1CN1",
  "orbital_gap_ev": 8.23,
  "lumo_ev": -0.343,
  "energy_ha": -530.831834,
  "e_above_lowest_kcal_mol": 64.5,
  "e_homo_ev": -8.6,
  "molar_mass_g_mol": 73.1
}